[1]
10
Properties=species:S:1:pos:R:3:forces:R:3 method="wB97M-V/def2-TZVPD" e_homo_ev=-10.93 e_tot_ev=-9675.723 smiles="O=Cn1cncn1" e_above_lowest_ev=1.731 charge=0 spin_multiplicity=1
O -1.737368 0.640937 1.985448 0.435 -0.258 -0.287
C -1.161594 0.091501 1.107515 -0.481 0.185 0.548
N 0.216880 0.379683 0.674074 0.033 -0.164 -0.004
C 0.925045 -0.722751 0.238734 0.018 -0.032 -0.090
N 1.150203 -0.688384 -1.040325 0.144 0.175 0.188
C 0.526225 0.483158 -1.415648 -0.007 0.167 -0.128
N -0.025875 1.157802 -0.451938 -0.080 -0.192 -0.375
H -1.593443 -0.658397 0.421524 -0.195 0.011 0.244
H 1.252107 -1.500943 0.920184 -0.132 0.113 -0.128
H 0.447819 0.817395 -2.439568 0.266 -0.003 0.031

---

[2]
63
Properties=species:S:1:pos:R:3:forces:R:3 method="wB97M-V/def2-TZVPD" e_homo_ev=-9.19 e_tot_ev=-39670.701 smiles=OCCO.OCCO.OCCO.OCCO.OCCO.OCCO.O e_above_lowest_ev=3.956 charge=0 spin_multiplicity=1
O -0.038333 -2.652190 -3.042825 -0.458 -1.024 1.699
C 0.964667 -3.613190 -2.749825 1.405 -1.923 -5.575
C 2.271667 -2.983190 -3.029825 0.313 1.928 0.217
O 2.363667 -1.997190 -1.996825 3.550 -0.366 -1.002
H -0.804333 -3.212190 -2.867825 -0.734 0.871 -0.185
H 1.109667 -4.171190 -1.853825 -1.077 0.113 1.353
H 0.894667 -4.360190 -3.617825 -0.180 0.158 1.301
H 2.435667 -2.518190 -4.014825 -0.877 0.096 0.053
H 3.072667 -3.663190 -3.006825 1.083 -1.184 0.737
H 1.479667 -1.937190 -1.790825 -2.921 1.284 1.367
O 0.751667 2.639810 -3.576825 -0.585 -0.879 -2.298
C 1.019667 2.496810 -2.233825 -0.208 0.405 0.290
C 0.965667 3.913810 -1.649825 -2.299 -2.092 0.862
O 1.458667 3.854810 -0.369825 1.551 0.310 1.822
H 0.713667 1.730810 -3.921825 0.021 0.689 -0.306
H 0.350667 1.753810 -1.832825 -0.943 0.011 0.925
H 1.960667 1.997810 -2.111825 1.146 0.351 0.498
H -0.085333 4.264810 -1.424825 0.522 -0.103 -1.758
H 1.503667 4.493810 -2.378825 0.341 0.864 0.323
H 0.937667 3.214810 0.176175 0.855 0.740 -0.555
O -1.242333 -2.269190 0.527175 -0.585 -0.066 -0.427
C -0.656333 -1.427190 1.482175 0.814 0.420 0.461
C 0.806667 -1.213190 1.135175 1.295 0.819 0.758
O 0.866667 -0.198190 0.136175 0.684 -0.521 0.167
H -1.316333 -1.766190 -0.292825 0.141 -0.066 -0.011
H -1.146333 -0.430190 1.624175 0.107 -0.772 -0.391
H -0.733333 -1.972190 2.387175 -0.101 -0.390 1.187
H 1.288667 -2.165190 0.846175 -0.402 0.242 -0.349
H 1.511667 -0.820190 1.915175 -1.109 -0.362 0.004
H 0.142667 -0.426190 -0.425825 -0.718 0.296 -1.223
O -6.371333 -3.065190 -2.007825 -1.259 -0.515 -1.127
C -5.281333 -3.615190 -1.339825 -2.069 -0.595 4.286
C -4.480333 -2.406190 -0.952825 0.669 -3.151 -1.354
O -4.059333 -1.985190 -2.186825 1.787 2.440 -1.662
H -6.892333 -2.653190 -1.342825 -1.021 0.745 0.521
H -5.559333 -4.243190 -0.424825 -0.209 0.981 -0.662
H -5.015333 -4.387190 -1.973825 2.229 -0.959 -1.523
H -3.612333 -2.652190 -0.416825 1.264 -0.422 1.109
H -5.035333 -1.726190 -0.374825 -1.146 1.119 0.549
H -4.664333 -2.240190 -2.885825 -0.369 0.223 0.118
O 0.233667 2.373810 1.495175 -0.750 0.818 0.140
C 0.170667 2.812810 2.864175 -2.864 -2.109 -0.197
C -0.594333 1.642810 3.592175 0.912 2.159 -0.878
O -0.547333 1.712810 4.961175 1.129 -0.333 2.222
H -0.665333 2.498810 1.117175 0.785 -0.284 0.416
H 1.096667 2.934810 3.316175 2.003 0.166 0.211
H -0.394333 3.723810 3.000175 -0.144 0.471 -0.255
H -0.233333 0.724810 3.166175 0.239 -0.565 0.329
H -1.617333 1.783810 3.430175 -1.851 -0.198 -1.555
H -0.408333 2.620810 5.248175 -0.026 -0.090 -0.001
O 3.060667 1.443810 1.155175 0.926 0.610 -0.454
C 3.330667 1.572810 2.555175 -1.821 0.438 -1.812
C 3.958667 2.952810 2.937175 -0.595 -2.558 0.768
O 5.360667 2.939810 2.745175 0.063 0.523 -0.161
H 2.165667 1.152810 1.000175 -0.438 -0.034 -0.195
H 2.319667 1.385810 2.996175 1.159 0.275 0.657
H 3.972667 0.722810 2.703175 0.663 -0.116 1.219
H 3.799667 2.877810 4.031175 -0.004 1.040 -0.213
H 3.433667 3.793810 2.443175 0.398 -0.435 0.258
H 5.611667 2.183810 2.209175 -0.124 0.052 -0.185
O -1.675333 -0.626190 -1.558825 1.818 1.857 -0.234
H -1.749333 0.236810 -2.025825 -0.236 -1.146 0.482
H -2.506333 -1.057190 -1.514825 -1.746 -0.255 -0.763

---

[3]
25
Properties=species:S:1:pos:R:3:forces:R:3 method="wB97M-V/def2-TZVPD" e_homo_ev=-8.35 e_tot_ev=-38340.782 smiles="S[C@@]1(O[C@]2(S)C=CC=CO2)C=CC=CO1" e_above_lowest_ev=1.947 charge=0 spin_multiplicity=1
S -0.647394 -2.171984 0.760771 -0.099 -0.030 -0.079
C -1.079596 -0.514364 0.049094 -2.105 -1.190 0.990
O -0.038017 0.034959 -0.635165 0.935 0.759 0.708
C 1.049538 0.588715 0.124761 3.148 0.981 -2.097
S 0.868453 2.308953 0.682135 -1.041 -0.453 0.449
C 2.183321 0.717865 -0.970808 -3.193 1.083 -1.138
C 3.074153 -0.225443 -1.091854 2.451 -0.069 -1.607
C 3.265287 -1.141320 -0.017717 0.443 0.368 1.198
C 2.584241 -1.005328 1.127375 -1.080 0.821 -3.582
O 1.513034 -0.178683 1.199034 -1.019 0.541 0.595
C -2.240240 -0.722300 -0.924228 0.459 -0.326 -1.210
C -3.257619 0.168404 -1.044418 2.347 -1.884 1.246
C -3.408709 1.096957 -0.011181 -0.026 3.295 2.851
C -2.505913 1.146620 0.998765 -0.227 -0.770 0.634
O -1.483546 0.260061 1.200244 0.143 -0.274 -1.643
H 0.583655 -2.165711 0.245248 0.030 -0.267 -0.057
H -0.103324 1.977456 1.570209 0.418 0.443 -0.157
H 1.944953 1.394884 -1.833710 0.291 -0.421 1.203
H 3.822063 -0.254791 -1.974441 -1.472 0.091 1.534
H 4.162828 -1.681542 -0.032499 0.783 -1.310 0.092
H 2.496549 -1.699496 1.862855 0.596 -1.622 2.498
H -2.057840 -1.619561 -1.574992 -0.462 1.254 0.480
H -3.984621 0.145510 -1.766892 -1.511 -0.537 -1.781
H -4.242432 1.853242 0.117750 1.043 -1.134 -0.664
H -2.498831 1.686897 1.939676 -0.852 0.651 -0.463

---

[4]
12
Properties=species:S:1:pos:R:3:forces:R:3 method="wB97M-V/def2-TZVPD" e_homo_ev=-9.62 e_tot_ev=-6760.366 smiles="C=CN=C.O" e_above_lowest_ev=2.384 charge=0 spin_multiplicity=1
C -0.551493 1.256373 -1.550974 -0.384 0.285 -1.403
C -0.367355 1.252558 -0.247640 1.048 -0.698 0.727
N -0.182383 0.105794 0.561101 -0.107 0.071 0.168
C -0.983307 -0.866098 0.639590 0.208 0.796 -0.401
H -0.821594 0.421652 -2.189316 0.152 -0.487 0.596
H -0.419205 2.130372 -2.179924 -0.102 0.354 0.552
H 0.007064 2.096401 0.318629 -0.351 0.455 -0.354
H -0.681370 -1.659718 1.310201 -0.346 -0.389 -0.086
H -1.901688 -0.870231 0.049553 -0.191 -0.320 0.240
O 2.319428 -1.388905 1.222411 0.143 -0.051 0.187
H 1.840957 -0.566984 1.411860 -0.128 -0.333 -0.324
H 1.740946 -1.911214 0.654507 0.058 0.318 0.097